ORCA calculation (ωB97M-V with the def2-TZVPD basis set) on 2 unconnected molecules or ions with the total composition C3H9NO3 at a distorted geometry.

The geometry in ORCA input format:
```
! RIJCOSX wB97M-V def2-TZVPD def2/J DEFGRID3
* xyz 0 1
C -0.27 -0.07 2.10
C -1.07 -1.00 1.20
O -1.62 -1.98 1.65
N -1.30 -0.63 -0.12
C -0.48 0.28 -0.90
O 0.57 -0.44 -1.55
H -1.05 0.30 2.79
H 0.29 0.73 1.61
H 0.38 -0.67 2.73
H -1.97 -1.18 -0.64
H 0.10 0.97 -0.31
H -1.20 0.74 -1.57
H 0.21 -1.18 -2.04
O 2.44 1.77 -1.65
H 1.83 1.11 -2.03
H 3.14 1.25 -1.26
*
```

- energy relative to the best compared isomer or geometry (same formula, charge and spin) (kcal per mole) = 21.7
- HOMO level (eV) = -9.997
- SMILES string = CC(=O)NCO.O
- calculated total energy (Eh) = -400.186830

What are the Löwdin partial charges on each atom? They are as follows, in elementary charge units: atom 1 (C): 0.01, atom 2 (C): -0.52, atom 3 (O): 0.05, atom 4 (N): 0.07, atom 5 (C): -0.23, atom 6 (O): -0.06, atom 7 (H): 0.10, atom 8 (H): 0.07, atom 9 (H): 0.08, atom 10 (H): 0.14, atom 11 (H): 0.10, atom 12 (H): 0.13, atom 13 (H): 0.09, atom 14 (O): -0.07, atom 15 (H): 0.01, atom 16 (H): 0.04

ORCA calculation (ωB97M-V with the def2-TZVPD basis set) on a molecular structure, C48H39N7O4S3Zr.

The geometry in ORCA input format:
```
! RIJCOSX wB97M-V def2-TZVPD def2/J DEFGRID3
* xyz 2 1
Zr 1.67 1.97 0.08
O 3.13 1.98 1.59
N 2.85 2.61 2.67
N 1.87 3.39 2.55
O 1.22 3.50 1.38
C 1.45 4.23 3.65
C 0.18 4.78 3.60
C -0.23 5.58 4.66
C 0.62 5.80 5.73
C 1.89 5.24 5.75
C 2.32 4.44 4.70
H -0.46 4.61 2.75
H -1.21 6.03 4.64
H 0.30 6.43 6.55
H 2.56 5.43 6.58
H 3.31 4.01 4.70
N 0.74 0.64 1.48
S 0.08 -0.59 1.89
N -0.36 -1.75 0.86
S -0.63 -2.31 -0.52
N 0.09 -1.88 -1.81
S 0.62 -0.44 -2.30
N 0.87 0.56 -1.26
C 2.00 -0.99 -3.25
C 3.25 -0.48 -2.93
C 4.35 -0.93 -3.65
C 4.19 -1.86 -4.66
C 2.93 -2.36 -4.97
C 1.82 -1.93 -4.27
C -0.53 0.17 -3.50
C -0.03 0.77 -4.65
C -0.92 1.41 -5.51
C -2.27 1.46 -5.20
C -2.75 0.88 -4.03
C -1.87 0.24 -3.17
C -0.24 -4.03 -0.42
C -0.93 -4.79 0.51
C -0.62 -6.13 0.64
C 0.38 -6.69 -0.15
C 1.06 -5.92 -1.08
C 0.76 -4.57 -1.23
C -2.37 -2.29 -0.82
C -2.81 -2.92 -1.98
C -4.16 -2.89 -2.28
C -5.05 -2.23 -1.43
C -4.59 -1.62 -0.27
C -3.24 -1.65 0.05
C 1.03 -1.53 3.05
C 1.42 -0.84 4.19
C 2.22 -1.49 5.12
C 2.62 -2.81 4.89
C 2.23 -3.47 3.74
C 1.42 -2.84 2.81
C -1.44 -0.28 2.76
C -2.04 0.95 2.59
C -3.26 1.19 3.20
C -3.86 0.20 3.98
C -3.23 -1.03 4.15
C -2.01 -1.28 3.54
H 3.38 0.26 -2.15
H 5.33 -0.53 -3.42
H 5.05 -2.20 -5.22
H 2.81 -3.08 -5.77
H 0.83 -2.31 -4.50
H 1.02 0.75 -4.89
H -0.55 1.87 -6.41
H -2.96 1.95 -5.88
H -3.80 0.92 -3.79
H -2.25 -0.20 -2.25
H -1.70 -4.34 1.13
H -1.15 -6.74 1.36
H 0.62 -7.74 -0.05
H 1.83 -6.36 -1.69
H 1.28 -3.95 -1.95
H -2.11 -3.41 -2.64
H -4.53 -3.37 -3.18
H -6.11 -2.21 -1.67
H -5.29 -1.12 0.39
H -2.88 -1.18 0.95
H 1.12 0.18 4.35
H 2.53 -0.98 6.02
H 3.24 -3.31 5.62
H 2.55 -4.49 3.57
H 1.11 -3.35 1.91
H -1.55 1.71 1.99
H -3.75 2.15 3.08
H -4.80 0.40 4.46
H -3.69 -1.79 4.77
H -1.52 -2.23 3.67
O 3.52 2.79 -3.37
C 2.86 2.97 -2.38
O 3.16 2.57 -1.15
C 1.51 3.67 -2.45
C 1.15 4.43 -3.54
C -0.11 5.01 -3.55
C -0.96 4.80 -2.48
C -0.52 4.02 -1.42
N 0.69 3.47 -1.41
H 1.85 4.55 -4.35
H -0.43 5.63 -4.38
H -1.95 5.24 -2.44
H -1.15 3.83 -0.56
*
```

- energy relative to the best compared isomer or geometry (same formula, charge and spin) (kcal per mole) = 5.7
- HOMO level (eV) = -13.432
- calculated total energy (Eh) = -3777.792417

Here are the Löwdin charges for atoms 1 to 99, given in e: atom 1 (Zr): 1.75, atom 2 (O): -0.24, atom 3 (N): 0.05, atom 4 (N): -0.17, atom 5 (O): -0.24, atom 6 (C): -0.17, atom 7 (C): -0.01, atom 8 (C): -0.06, atom 9 (C): -0.06, atom 10 (C): -0.05, atom 11 (C): -0.01, atom 12 (H): 0.11, atom 13 (H): 0.11, atom 14 (H): 0.12, atom 15 (H): 0.12, atom 16 (H): 0.12, atom 17 (N): -0.41, atom 18 (S): 0.81, atom 19 (N): -0.35, atom 20 (S): 0.90, atom 21 (N): -0.35, atom 22 (S): 0.82, atom 23 (N): -0.41, atom 24 (C): -0.34, atom 25 (C): -0.05, atom 26 (C): -0.03, atom 27 (C): -0.04, atom 28 (C): -0.05, atom 29 (C): -0.08, atom 30 (C): -0.30, atom 31 (C): -0.05, atom 32 (C): -0.05, atom 33 (C): -0.05, atom 34 (C): -0.05, atom 35 (C): -0.06, atom 36 (C): -0.32, atom 37 (C): -0.06, atom 38 (C): -0.04, atom 39 (C): -0.04, atom 40 (C): -0.04, atom 41 (C): -0.04, atom 42 (C): -0.33, atom 43 (C): -0.06, atom 44 (C): -0.04, atom 45 (C): -0.04, atom 46 (C): -0.04, atom 47 (C): -0.04, atom 48 (C): -0.32, atom 49 (C): -0.06, atom 50 (C): -0.04, atom 51 (C): -0.04, atom 52 (C): -0.05, atom 53 (C): -0.05, atom 54 (C): -0.34, atom 55 (C): -0.07, atom 56 (C): -0.05, atom 57 (C): -0.05, atom 58 (C): -0.04, atom 59 (C): -0.06, atom 60 (H): 0.09, atom 61 (H): 0.12, atom 62 (H): 0.12, atom 63 (H): 0.12, atom 64 (H): 0.12, atom 65 (H): 0.12, atom 66 (H): 0.12, atom 67 (H): 0.12, atom 68 (H): 0.12, atom 69 (H): 0.09, atom 70 (H): 0.12, atom 71 (H): 0.12, atom 72 (H): 0.12, atom 73 (H): 0.12, atom 74 (H): 0.10, atom 75 (H): 0.13, atom 76 (H): 0.12, atom 77 (H): 0.12, atom 78 (H): 0.12, atom 79 (H): 0.09, atom 80 (H): 0.12, atom 81 (H): 0.12, atom 82 (H): 0.12, atom 83 (H): 0.12, atom 84 (H): 0.09, atom 85 (H): 0.10, atom 86 (H): 0.11, atom 87 (H): 0.12, atom 88 (H): 0.12, atom 89 (H): 0.12, atom 90 (O): 0.14, atom 91 (C): -0.55, atom 92 (O): -0.21, atom 93 (C): -0.18, atom 94 (C): 0.03, atom 95 (C): -0.01, atom 96 (C): -0.02, atom 97 (C): -0.09, atom 98 (N): -0.01, atom 99 (H): 0.14

ORCA calculation (ωB97M-V with the def2-TZVPD basis set) on a molecular structure, C35H31BiBr2N5O4S2 at a distorted geometry.

The geometry in ORCA input format:
```
! RIJCOSX wB97M-V def2-TZVPD def2/J DEFGRID3
* xyz 1 1
Bi 0.84 -0.41 -0.05
Br -1.17 4.43 -0.17
C 0.04 3.69 1.10
C 0.42 4.53 2.21
C 1.19 4.10 3.22
Br 1.57 5.30 4.65
C 1.70 2.76 3.19
C 2.48 2.14 4.16
C 2.90 0.84 4.01
C 2.54 0.16 2.85
N 1.77 0.70 1.96
C 1.32 1.94 2.11
C 0.47 2.39 1.06
O 0.03 1.53 0.18
H -0.07 5.47 2.15
H 2.83 2.70 4.99
H 3.68 0.45 4.63
H 2.79 -0.83 2.73
C -6.84 1.01 -0.59
C -5.58 0.58 0.12
C -4.45 1.40 0.11
C -3.27 1.07 0.75
C -3.20 -0.10 1.54
C -4.34 -0.90 1.60
C -5.46 -0.61 0.83
S -1.72 -0.47 2.57
O -0.99 0.72 2.92
O -2.21 -1.36 3.55
N -0.77 -1.24 1.43
C -0.87 -2.53 1.05
C -1.72 -3.43 1.63
C -1.68 -4.70 1.11
C -0.91 -5.06 0.04
C -0.13 -4.06 -0.54
N -0.15 -2.80 -0.11
H -6.75 0.86 -1.67
H -7.03 2.07 -0.39
H -7.80 0.47 -0.30
H -4.50 2.41 -0.32
H -2.46 1.79 0.68
H -4.35 -1.82 2.22
H -6.34 -1.23 0.89
H -2.31 -3.16 2.44
H -2.41 -5.47 1.54
H -0.90 -6.05 -0.42
H 0.46 -4.27 -1.41
C -3.26 -0.53 -2.49
C -3.23 0.59 -3.30
C -2.08 1.36 -3.41
C -0.99 0.99 -2.61
N -1.02 -0.08 -1.81
C -2.12 -0.79 -1.75
C 0.29 1.71 -2.76
C 0.40 3.04 -3.18
C 1.65 3.71 -3.15
C 2.72 3.06 -2.59
C 2.53 1.78 -2.11
N 1.37 1.09 -2.25
H -4.10 -1.22 -2.36
H -4.04 0.84 -3.94
H -1.95 2.19 -4.07
H -2.19 -1.62 -1.09
H -0.46 3.66 -3.45
H 1.75 4.76 -3.54
H 3.70 3.52 -2.60
H 3.37 1.32 -1.61
O 3.40 -1.44 0.40
S 4.21 -2.71 0.55
C 5.94 -2.24 0.23
C 6.06 -1.84 -1.23
C 4.85 -2.48 -1.98
C 4.06 -3.41 -1.07
H 6.47 -3.18 0.53
H 6.13 -1.42 1.01
H 6.95 -2.17 -1.72
H 5.99 -0.73 -1.34
H 5.21 -3.06 -2.84
H 4.19 -1.68 -2.36
H 4.52 -4.40 -1.02
H 3.02 -3.61 -1.30
*
```

- energy relative to the best compared isomer or geometry (same formula, charge and spin) (kcal per mole) = 0.0
- HOMO level (eV) = -10.126
- calculated total energy (Eh) = -8085.913382

What are the Löwdin partial charges on each atom? They are as follows, in elementary charge units: atom 1 (Bi): 1.99, atom 2 (Br): 0.81, atom 3 (C): -0.55, atom 4 (C): -0.16, atom 5 (C): -0.60, atom 6 (Br): 0.78, atom 7 (C): -0.16, atom 8 (C): 0.01, atom 9 (C): 0.00, atom 10 (C): -0.11, atom 11 (N): 0.00, atom 12 (C): -0.19, atom 13 (C): -0.43, atom 14 (O): -0.33, atom 15 (H): 0.08, atom 16 (H): 0.09, atom 17 (H): 0.11, atom 18 (H): 0.08, atom 19 (C): -0.04, atom 20 (C): -0.27, atom 21 (C): -0.06, atom 22 (C): -0.06, atom 23 (C): -0.22, atom 24 (C): -0.05, atom 25 (C): -0.04, atom 26 (S): 0.64, atom 27 (O): -0.26, atom 28 (O): -0.27, atom 29 (N): -0.23, atom 30 (C): -0.45, atom 31 (C): -0.02, atom 32 (C): -0.07, atom 33 (C): -0.07, atom 34 (C): -0.14, atom 35 (N): -0.04, atom 36 (H): 0.07, atom 37 (H): 0.08, atom 38 (H): 0.10, atom 39 (H): 0.12, atom 40 (H): 0.08, atom 41 (H): 0.12, atom 42 (H): 0.11, atom 43 (H): 0.08, atom 44 (H): 0.15, atom 45 (H): 0.11, atom 46 (H): 0.10, atom 47 (C): -0.02, atom 48 (C): -0.03, atom 49 (C): 0.03, atom 50 (C): -0.22, atom 51 (N): 0.03, atom 52 (C): -0.12, atom 53 (C): -0.23, atom 54 (C): -0.02, atom 55 (C): -0.03, atom 56 (C): -0.06, atom 57 (C): -0.13, atom 58 (N): 0.01, atom 59 (H): 0.12, atom 60 (H): 0.10, atom 61 (H): 0.11, atom 62 (H): 0.09, atom 63 (H): 0.11, atom 64 (H): 0.14, atom 65 (H): 0.12, atom 66 (H): 0.11, atom 67 (O): -0.69, atom 68 (S): 0.94, atom 69 (C): -0.32, atom 70 (C): -0.21, atom 71 (C): -0.22, atom 72 (C): -0.34, atom 73 (H): 0.11, atom 74 (H): 0.12, atom 75 (H): 0.10, atom 76 (H): 0.12, atom 77 (H): 0.12, atom 78 (H): 0.11, atom 79 (H): 0.10, atom 80 (H): 0.08

Which value of HOMO level does entry 3 give? -10.126 eV

What is the calculated total energy in the second record? -3777.792417 Eh

Which of these has the lowest calculated total energy? C35H31BiBr2N5O4S2